(1)
DFT (the ωB97M-V functional and the def2-TZVPD basis) results for a cluster of 9 separate species, C17H48O19 in total.

Values from the calculation:
**Total charge**: -2
**LUMO energy**: 3.968 eV
**Electronic energy**: -2105.80836 Eh
**E_HOMO**: 1.29 eV
**HOMO-LUMO gap**: 2.7 eV

Bonds (Å) are listed after each position.
Element x y z (Å)
1 C 0.40 0.04 -0.40  O2 1.214, O3 1.254, O4 1.244
2 O -0.26 0.19 -1.41  C1 1.214
3 O 1.18 0.97 -0.08  C1 1.254
4 O 0.21 -0.90 0.39  C1 1.244
5 C 1.53 5.65 -3.39  C6 1.582, O8 1.400, H9 1.090, H10 1.090
6 C 1.32 6.29 -1.96  C5 1.582, O7 1.430, H11 1.090, H12 1.090
7 O 0.70 5.49 -0.95  C6 1.430, H13 0.960
8 O 2.24 4.45 -3.26  C5 1.400, H14 0.960
9 H 1.99 6.38 -4.06  C5 1.090
10 H 0.61 5.21 -3.77  C5 1.090
11 H 0.87 7.27 -2.13  C6 1.090
12 H 2.32 6.53 -1.59  C6 1.090
13 H 1.02 4.58 -0.93  O7 0.960
14 H 1.76 3.94 -2.60  O8 0.960
15 C 6.19 2.95 0.22  C16 1.540, O18 1.384, H19 1.090, H20 1.090
16 C 6.13 3.00 1.76  C15 1.540, O17 1.443, H21 1.090, H22 1.090
17 O 4.83 3.12 2.37  C16 1.443, H23 0.960
18 O 5.74 1.73 -0.26  C15 1.384, H24 0.960
19 H 7.23 2.92 -0.12  C15 1.090
20 H 5.62 3.82 -0.11  C15 1.090
21 H 6.68 3.86 2.14  C16 1.090
22 H 6.74 2.14 2.05  C16 1.090
23 H 4.18 2.66 1.82  O17 0.960
24 H 4.87 1.61 0.11  O18 0.960
25 C 3.50 -4.55 -3.97  C26 1.525, O28 1.404, H29 1.090, H30 1.090
26 C 3.37 -3.19 -4.64  C25 1.525, O27 1.362, H31 1.090, H32 1.090
27 O 2.02 -3.06 -4.84  C26 1.362, H33 0.960
28 O 3.63 -5.62 -4.87  C25 1.404, H34 0.960
29 H 2.66 -4.73 -3.30  C25 1.090
30 H 4.32 -4.74 -3.29  C25 1.090
31 H 3.97 -3.18 -5.55  C26 1.090
32 H 3.71 -2.47 -3.89  C26 1.090
33 H 1.66 -2.86 -3.98  O27 0.960
34 H 3.74 -6.49 -4.47  O28 0.960
35 C -4.70 4.71 -2.52  C36 1.504, O38 1.440, H39 1.090, H40 1.090
36 C -5.98 5.19 -3.12  C35 1.504, O37 1.466, H41 1.090, H42 1.090
37 O -5.80 5.82 -4.44  C36 1.466, H43 0.960
38 O -4.00 3.76 -3.34  C35 1.440, H44 0.960
39 H -4.74 4.39 -1.47  C35 1.090
40 H -4.02 5.56 -2.49  C35 1.090
41 H -6.29 6.02 -2.49  C36 1.090
42 H -6.79 4.47 -3.18  C36 1.090
43 H -5.43 5.14 -5.01  O37 0.960
44 H -3.26 3.49 -2.78  O38 0.960
45 C 4.30 -2.44 3.73  C46 1.537, O48 1.441, H49 1.090, H50 1.090
46 C 3.84 -3.85 3.35  C45 1.537, O47 1.408, H51 1.090, H52 1.090
47 O 3.33 -3.90 2.04  C46 1.408, H53 0.960
48 O 3.18 -1.57 3.96  C45 1.441, H54 0.960
49 H 4.89 -2.05 2.89  C45 1.090
50 H 4.97 -2.33 4.58  C45 1.090
51 H 3.04 -4.22 4.00  C46 1.090
52 H 4.69 -4.52 3.50  C46 1.090
53 H 2.69 -3.21 1.83  O47 0.960
54 H 2.64 -1.64 3.17  O48 0.960
55 C -1.74 -6.64 0.34  C56 1.543, O58 1.450, H59 1.090, H60 1.090
56 C -1.59 -7.99 -0.38  C55 1.543, O57 1.436, H61 1.090, H62 1.090
57 O -2.85 -8.38 -0.93  C56 1.436, H63 0.960
58 O -1.96 -5.50 -0.54  C55 1.450, H64 0.960
59 H -0.84 -6.49 0.94  C55 1.090
60 H -2.55 -6.71 1.06  C55 1.090
61 H -1.14 -8.69 0.33  C56 1.090
62 H -0.85 -8.00 -1.18  C56 1.090
63 H -3.12 -7.57 -1.36  O57 0.960
64 H -1.51 -4.74 -0.17  O58 0.960
65 C -1.80 2.09 4.82  C66 1.544, O68 1.485, H69 1.090, H70 1.090
66 C -1.32 2.41 6.26  C65 1.544, O67 1.459, H71 1.090, H72 1.090
67 O -1.31 3.85 6.49  C66 1.459, H73 0.960
68 O -1.85 0.61 4.76  C65 1.485, H74 0.960
69 H -1.13 2.49 4.07  C65 1.090
70 H -2.80 2.47 4.60  C65 1.090
71 H -0.34 1.94 6.37  C66 1.090
72 H -1.93 1.88 6.98  C66 1.090
73 H -0.99 4.21 5.66  O67 0.960
74 H -1.41 0.35 3.95  O68 0.960
75 C -6.45 -1.70 1.25  C76 1.520, O78 1.408, H79 1.090, H80 1.090
76 C -5.82 -0.68 0.32  C75 1.520, O77 1.399, H81 1.090, H82 1.090
77 O -5.32 -1.16 -0.90  C76 1.399, H83 0.960
78 O -7.37 -2.53 0.57  C75 1.408, H84 0.960
79 H -6.85 -1.21 2.13  C75 1.090
80 H -5.56 -2.29 1.50  C75 1.090
81 H -4.95 -0.28 0.83  C76 1.090
82 H -6.50 0.13 0.06  C76 1.090
83 H -4.36 -1.19 -0.80  O77 0.960
84 H -7.04 -2.51 -0.33  O78 0.960

***

(2)
DFT (the ωB97M-V functional and the def2-TZVPD basis) results for a cluster of 7 separate species, C17H49BF4N3O8 in total.

Values from the calculation:
**Total charge**: -1
**LUMO energy**: 2.390 eV
**Electronic energy**: -1867.83367 Eh
**E_HOMO**: -6.73 eV
**HOMO-LUMO gap**: 9.1 eV

Bonds (Å) are listed after each position.
Element x y z (Å)
1 B 24.17 18.89 6.84  F2 1.399, F3 1.422, F4 1.417, F5 1.403
2 F 23.29 18.05 7.53  B1 1.399
3 F 25.53 18.68 7.23  B1 1.422
4 F 24.12 18.53 5.47  B1 1.417
5 F 23.81 20.23 7.08  B1 1.403
6 C 24.08 19.27 2.38  C7 1.503, O9 1.427, H10 1.093, H11 1.095
7 C 23.55 17.88 2.14  C6 1.503, O8 1.423, H12 1.086, H13 1.098
8 O 22.29 17.91 1.48  C7 1.423, H14 0.963
9 O 24.43 19.86 1.13  C6 1.427, H15 0.960
10 H 24.89 19.21 3.11  C6 1.093
11 H 23.28 19.84 2.86  C6 1.095
12 H 23.47 17.36 3.09  C7 1.086
13 H 24.24 17.30 1.51  C7 1.098
14 H 22.34 18.57 0.78  O8 0.963
15 H 24.43 20.81 1.24  O9 0.960
16 C 20.37 20.23 7.89  C17 1.506, O19 1.412, H20 1.100, H21 1.103
17 C 19.14 20.97 8.33  C16 1.506, O18 1.421, H22 1.094, H23 1.100
18 O 19.07 21.01 9.75  C17 1.421, H24 0.960
19 O 21.52 20.55 8.64  C16 1.412, H25 0.969
20 H 20.50 20.35 6.81  C16 1.100
21 H 20.22 19.14 8.01  C16 1.103
22 H 18.26 20.49 7.89  C17 1.094
23 H 19.20 21.99 7.94  C17 1.100
24 H 18.15 21.15 10.00  O18 0.960
25 H 22.25 20.12 8.16  O19 0.969
26 C 25.81 15.94 4.72  O27 1.411, H28 1.098, H29 1.097, H30 1.092
27 O 25.94 16.10 6.12  C26 1.411, H31 0.969
28 H 26.48 15.11 4.47  C26 1.098
29 H 24.82 15.62 4.40  C26 1.097
30 H 26.12 16.78 4.09  C26 1.092
31 H 25.84 17.04 6.32  O27 0.969
32 C 28.07 21.57 7.82  C33 1.521, H38 1.094, H39 1.094, H40 1.088
33 C 26.99 22.35 7.09  C32 1.521, C34 1.527, N37 1.486, H41 1.095
34 C 26.85 21.91 5.63  C33 1.527, O35 1.416, H42 1.097, H43 1.100
35 O 28.11 22.00 4.99  C34 1.416, C36 1.393
36 C 27.98 22.13 3.61  O35 1.393, H44 1.097, H45 1.099, H46 1.093
37 N 25.76 22.17 7.90  C33 1.486, H47 1.017, H48 1.021
38 H 28.27 22.07 8.77  C32 1.094
39 H 29.03 21.65 7.30  C32 1.094
40 H 27.82 20.53 8.02  C32 1.088
41 H 27.26 23.42 7.15  C33 1.095
42 H 26.07 22.53 5.19  C34 1.097
43 H 26.51 20.87 5.65  C34 1.100
44 H 27.30 22.93 3.27  C36 1.097
45 H 27.64 21.21 3.11  C36 1.099
46 H 28.96 22.35 3.19  C36 1.093
47 H 25.03 22.82 7.61  N37 1.017
48 H 25.41 21.28 7.56  N37 1.021
49 C 27.10 17.96 12.27  C50 1.518, H55 1.101, H56 1.089, H57 1.089
50 C 27.58 18.91 11.19  C49 1.518, C51 1.513, N54 1.491, H58 1.096
51 C 28.44 18.21 10.16  C50 1.513, O52 1.405, H59 1.097, H60 1.103
52 O 29.43 17.40 10.75  C51 1.405, C53 1.402
53 C 30.14 16.59 9.86  O52 1.402, H61 1.100, H62 1.097, H63 1.089
54 N 26.39 19.53 10.54  C50 1.491, H64 1.019, H65 1.024
55 H 26.44 17.23 11.78  C49 1.101
56 H 26.43 18.46 12.97  C49 1.089
57 H 27.86 17.35 12.75  C49 1.089
58 H 28.09 19.75 11.68  C50 1.096
59 H 28.91 18.95 9.50  C51 1.097
60 H 27.73 17.59 9.59  C51 1.103
61 H 30.84 17.13 9.21  C53 1.100
62 H 29.45 16.03 9.23  C53 1.097
63 H 30.75 15.92 10.48  C53 1.089
64 H 26.64 20.46 10.21  N54 1.019
65 H 26.32 19.04 9.64  N54 1.024
66 C 21.21 17.01 5.57  C67 1.519, H72 1.101, H73 1.097, H74 1.087
67 C 20.17 16.41 6.50  C66 1.519, C68 1.523, N71 1.472, H75 1.093
68 C 19.64 15.10 5.94  C67 1.523, O69 1.418, H76 1.100, H77 1.093
69 O 19.12 15.28 4.64  C68 1.418, C70 1.400
70 C 17.76 15.59 4.61  O69 1.400, H78 1.101, H79 1.088, H80 1.097
71 N 20.74 16.15 7.84  C67 1.472, H81 1.020, H82 1.019
72 H 21.35 18.09 5.72  C66 1.101
73 H 20.78 17.12 4.56  C66 1.097
74 H 22.22 16.62 5.63  C66 1.087
75 H 19.34 17.11 6.58  C67 1.093
76 H 18.84 14.70 6.58  C68 1.100
77 H 20.42 14.33 5.95  C68 1.093
78 H 17.17 14.84 5.16  C70 1.101
79 H 17.44 15.56 3.56  C70 1.088
80 H 17.51 16.57 5.04  C70 1.097
81 H 21.50 15.48 7.72  N71 1.020
82 H 21.27 16.98 8.12  N71 1.019

***

(3)
DFT (the ωB97M-V functional and the def2-TZVPD basis) results for a cluster of 8 separate species, C17H51O8 in total.

Values from the calculation:
**Multiplicity**: 2
**Total charge**: +2
**LUMO energy (alpha / beta)**: -4.829 / -11.925 eV
**Electronic energy**: -1279.47932 Eh
**E_HOMO (alpha / beta)**: -14.23 / -14.23 eV
**HOMO-LUMO gap (alpha / beta)**: 9.4 / 2.3 eV
**<S²>**: 0.75

Bonds (Å) are listed after each position.
Element x y z (Å)
1 O 15.96 6.02 -12.42  H2 0.960, H3 0.960, H4 0.960
2 H 16.08 6.04 -13.37  O1 0.960
3 H 15.22 6.57 -12.18  O1 0.960
4 H 16.80 6.31 -12.04  O1 0.960
5 C 12.65 9.22 -14.05  C6 1.525, H9 1.090, H10 1.090, H11 1.090
6 C 12.86 8.57 -12.69  C5 1.525, C7 1.556, O8 1.399, H12 1.090
7 C 11.47 8.21 -12.09  C6 1.556, H13 1.090, H14 1.090, H15 1.090
8 O 13.68 7.46 -12.92  C6 1.399, H16 0.960
9 H 12.04 8.63 -14.73  C5 1.090
10 H 13.60 9.35 -14.58  C5 1.090
11 H 12.22 10.21 -13.87  C5 1.090
12 H 13.49 9.26 -12.12  C6 1.090
13 H 10.95 7.60 -12.83  C7 1.090
14 H 10.90 9.11 -11.88  C7 1.090
15 H 11.50 7.64 -11.16  C7 1.090
16 H 13.20 6.89 -13.53  O8 0.960
17 C 16.31 2.78 -11.46  C18 1.483, H21 1.090, H22 1.090, H23 1.090
18 C 16.82 1.40 -11.66  C17 1.483, C19 1.511, O20 1.341, H24 1.090
19 C 17.77 1.37 -12.83  C18 1.511, H25 1.090, H26 1.090, H27 1.090
20 O 17.46 1.00 -10.55  C18 1.341, H28 0.960
21 H 17.13 3.44 -11.21  C17 1.090
22 H 15.54 2.78 -10.69  C17 1.090
23 H 15.79 3.10 -12.37  C17 1.090
24 H 15.98 0.74 -11.84  C18 1.090
25 H 18.19 0.38 -13.06  C19 1.090
26 H 18.61 2.02 -12.60  C19 1.090
27 H 17.38 1.76 -13.77  C19 1.090
28 H 17.15 0.15 -10.22  O20 0.960
29 C 16.50 6.57 -8.03  C30 1.548, H33 1.090, H34 1.090, H35 1.090
30 C 15.60 5.99 -9.15  C29 1.548, C31 1.586, O32 1.418, H36 1.090
31 C 14.40 5.12 -8.58  C30 1.586, H37 1.090, H38 1.090, H39 1.090
32 O 15.08 7.09 -9.87  C30 1.418, H40 0.960
33 H 16.89 5.84 -7.33  C29 1.090
34 H 16.01 7.30 -7.39  C29 1.090
35 H 17.39 7.00 -8.50  C29 1.090
36 H 16.22 5.41 -9.84  C30 1.090
37 H 13.86 5.77 -7.89  C31 1.090
38 H 14.68 4.21 -8.06  C31 1.090
39 H 13.75 4.81 -9.40  C31 1.090
40 H 14.45 7.54 -9.31  O32 0.960
41 C 13.00 3.52 -15.43  C42 1.535, H45 1.090, H46 1.090, H47 1.090
42 C 12.24 4.31 -14.35  C41 1.535, C43 1.523, O44 1.434, H48 1.090
43 C 12.84 4.02 -12.97  C42 1.523, H49 1.090, H50 1.090, H51 1.090
44 O 12.45 5.70 -14.61  C42 1.434, H52 0.960
45 H 14.05 3.36 -15.17  C41 1.090
46 H 13.00 4.06 -16.37  C41 1.090
47 H 12.48 2.57 -15.54  C41 1.090
48 H 11.18 4.07 -14.42  C42 1.090
49 H 12.96 2.94 -12.89  C43 1.090
50 H 12.12 4.21 -12.17  C43 1.090
51 H 13.78 4.50 -12.70  C43 1.090
52 H 12.50 5.86 -15.56  O44 0.960
53 C 17.24 7.47 -16.07  C54 1.542, H57 1.090, H58 1.090, H59 1.090
54 C 15.87 6.85 -15.74  C53 1.542, C55 1.566, O56 1.432, H60 1.090
55 C 15.10 6.29 -16.99  C54 1.566, H61 1.090, H62 1.090, H63 1.090
56 O 16.17 5.66 -15.00  C54 1.432, H64 0.960
57 H 17.92 7.63 -15.23  C53 1.090
58 H 17.08 8.41 -16.60  C53 1.090
59 H 17.77 6.75 -16.69  C53 1.090
60 H 15.26 7.53 -15.14  C54 1.090
61 H 14.93 7.09 -17.71  C55 1.090
62 H 14.10 5.98 -16.69  C55 1.090
63 H 15.62 5.47 -17.49  C55 1.090
64 H 16.85 5.20 -15.49  O56 0.960
65 C 19.43 5.34 -12.66  O66 1.412, H67 1.090, H68 1.090, H69 1.090
66 O 18.46 5.78 -11.73  C65 1.412, H70 0.960
67 H 20.44 5.58 -12.34  C65 1.090
68 H 19.26 4.30 -12.94  C65 1.090
69 H 19.25 5.94 -13.55  C65 1.090
70 H 18.93 6.13 -10.96  O66 0.960
71 C 17.54 9.19 -11.27  O72 1.418, H73 1.090, H74 1.090, H75 1.090
72 O 17.11 8.81 -12.57  C71 1.418, H76 0.960
73 H 18.61 9.41 -11.28  C71 1.090
74 H 16.94 10.08 -11.09  C71 1.090
75 H 17.36 8.51 -10.44  C71 1.090
76 H 17.32 9.58 -13.10  O72 0.960

***

> Which of these has the lowest total charge?

C17H48O19

***

> Among the records above, which one has the highest total charge?

C17H51O8